[1]
Formula: C4H5NO
Source: OMol25
Level of theory: ωB97M-V with the def2-TZVPD basis set

```
11
Properties=species:S:1:pos:R:3:nbo_charge:R:1
C 2.0791 0.1786 0.2414 -0.63
H 0.4837 -1.2281 0.4676 0.22
H 2.7356 -0.3977 0.8963 0.28
H -2.9451 -0.7865 0.0042 0.36
O -0.2448 0.7058 0.5676 -0.49
C 0.6457 -0.2575 -0.0015 -0.09
C -1.5401 0.3684 0.4844 0.41
H 0.4162 -0.3646 -1.0657 0.21
C 2.5015 1.2585 -0.3506 0.30
H -2.1557 1.1587 0.9229 0.16
N -1.9320 -0.7176 -0.0340 -0.73
```

Summary:
DFT total energy (hartree): -285.2497
Energy above the lowest of the compared OMol25 structures with the same formula, charge and spin (kcal per mole): 103.5

[2]
Formula: C5H8O
Source: OMol25
Level of theory: ωB97M-V with the def2-TZVPD basis set

```
14
Properties=species:S:1:pos:R:3:nbo_charge:R:1
O 1.3517 -1.8342 0.1704 -0.71
C 0.3197 0.3391 -0.2978 -0.33
C -1.7277 -0.9389 -1.4519 -0.27
C -0.8068 -0.3381 -0.9572 0.00
H 1.0865 0.5422 -1.0573 0.23
C 0.9401 -0.6149 0.7357 -0.04
H 0.2185 -0.7703 1.5547 0.16
H 1.8364 -0.1508 1.1604 0.18
H 0.5741 -2.2254 -0.2537 0.47
H -0.5467 2.3328 -0.3924 0.22
H -2.5524 -1.4494 -1.8994 0.24
C -0.1222 1.6533 0.3516 -0.59
H -0.8842 1.4662 1.1159 0.21
H 0.7310 2.1497 0.8262 0.21
```

Summary:
DFT total energy (hartree): -270.4833
SMILES string: C#C[C@@H](C)CO
Energy above the lowest of the compared OMol25 structures with the same formula, charge and spin (kcal per mole): 46.8

[3]
Formula: C39H76Br24O9P2
Source: OMol25
Level of theory: ωB97M-V with the def2-TZVPD basis set

```
150
Properties=species:S:1:pos:R:3:mulliken_charge:R:1
H 9.7003 3.1341 1.8757 0.39
H -1.5365 -4.0075 -0.6915 0.21
Br 0.5038 3.3389 -6.3341 -0.11
C 6.0515 -0.4111 -8.7304 -0.54
H -0.2313 3.8845 -4.0381 0.29
H -5.6682 4.3810 2.3449 0.34
C -9.6644 1.9715 -7.9395 -0.58
C -1.4359 -4.1622 1.5803 -0.63
Br -6.1511 -0.8516 -6.7625 -0.13
Br 1.1959 6.9383 -5.8799 -0.14
H -0.6238 -4.1712 7.0634 0.31
C -5.5963 -1.2937 -4.9451 -0.35
H -9.6548 2.3485 -10.0612 0.33
C 2.0203 -2.0079 -1.5999 0.01
Br -5.4928 -1.3398 5.6843 -0.15
H 0.6343 -0.8342 1.6090 0.21
C 3.2482 -0.7676 3.9041 0.07
C 8.7773 2.5587 1.9909 -0.59
H 9.4422 -3.0371 7.4372 0.34
Br 7.0236 -2.6544 7.7750 -0.12
Br -7.6560 1.6530 5.7615 -0.15
C -3.2091 7.3292 6.3099 -0.55
H 7.0201 -0.7725 -9.0867 0.33
C 0.5013 -3.1393 -0.1119 0.79
H -0.3900 6.3228 -4.0867 0.39
H -0.2960 -0.5449 -7.4328 -0.48
H -3.9381 3.0033 -5.9559 0.40
H 9.4999 -4.3339 5.3665 0.34
H -3.2229 -1.0629 4.3861 -0.38
O 3.9133 -1.3205 5.1240 -0.18
H -2.1903 3.1158 -6.2858 -0.01
H -6.4586 -2.1053 -3.1446 0.37
H -0.0765 -2.7111 5.0377 -0.20
Br -3.4096 3.8142 4.1583 -0.12
C -2.2967 8.5200 6.1325 -0.56
H 0.9563 -0.9523 3.9330 -0.35
C 1.6110 -1.4546 1.7830 -0.21
C -3.4837 4.5128 2.3383 -0.56
H -5.4445 1.4134 4.6221 0.14
H 2.1271 -2.0048 6.1893 -0.09
P 0.1173 -3.9615 -3.0597 0.09
C -0.1340 5.8032 -5.0142 -0.54
Br 0.6628 -1.7998 -3.9315 -0.01
H 1.9052 -2.6079 3.8227 0.11
Br 8.0450 -2.5073 -0.3358 -0.16
C -0.4331 -3.8249 4.8175 0.74
H -2.7027 6.3696 6.1725 0.29
C 0.4260 4.4315 -4.7198 -0.61
C -6.4813 -0.4758 4.2412 -0.54
H -4.9325 -2.1561 -5.0528 0.38
Br 9.4746 1.5349 -0.5953 -0.10
H 5.3133 -0.6332 1.6085 0.27
H -10.3106 0.7470 -9.6343 0.35
Br -4.9050 2.3409 1.1194 -0.15
Br 7.2788 -5.4180 5.3380 -0.14
Br 5.9378 -2.7682 2.6862 -0.18
H -0.4135 -5.8539 6.0741 0.33
H 8.6251 -4.5727 7.8254 0.37
Br -7.8139 0.7298 -9.7441 -0.14
C -2.1167 -0.7066 4.1707 0.43
C 2.4015 0.2537 6.5742 -0.72
H -8.7774 2.5119 -7.5970 0.35
O -0.9997 -2.8252 -3.0663 -0.38
H 2.2121 0.3346 7.7283 0.38
H -3.1109 1.2274 3.2114 -0.02
C 6.2931 -1.7335 0.0358 -0.55
H -2.8344 9.4631 6.0011 0.37
H 1.4363 4.4553 -4.3016 0.44
Br -7.7550 -0.0376 -3.5365 -0.16
H -4.9369 4.7878 0.7711 0.37
Br -1.1439 8.3007 4.5739 -0.14
H 1.3452 0.4219 6.0447 0.06
Br 9.2194 0.9791 3.0471 -0.13
O -3.7471 -2.9194 2.6248 -0.70
H 0.2622 -4.2240 3.9599 -0.11
Br 4.7990 -1.8567 -9.1151 -0.15
H -6.7863 1.5062 3.4524 0.27
H 7.0815 -0.7253 1.8113 0.03
C -9.5658 1.5037 -9.3725 -0.55
Br -4.6897 7.3785 5.0406 -0.14
H 7.3866 1.3899 0.7706 0.02
H 1.3168 -3.7357 2.0504 0.41
H -1.6127 8.6118 6.9808 0.34
Br 4.5439 0.9069 -6.6782 -0.11
C 0.3474 -0.5274 -5.3763 0.48
C 1.8680 -1.5073 3.4181 0.51
H -2.6289 4.0931 1.8003 0.40
H -10.5457 2.6039 -7.7998 0.34
H -3.9664 0.8730 -7.4823 -0.02
H 1.0812 -4.6466 6.4065 0.26
H 5.7438 0.4466 -9.3350 0.36
Br -1.6264 1.0700 -8.3379 -0.18
H -0.6149 -5.2251 -3.2018 0.12
C -4.8119 4.2049 1.6879 -0.59
H -3.3463 5.5927 2.4428 0.35
C 8.5850 -3.6745 7.2027 -0.56
H 2.6749 -3.2375 0.8430 0.13
H -7.4959 -0.8839 4.2604 0.47
H 5.5483 -2.4902 -0.2260 0.28
O 2.8045 -1.0733 -2.1705 -0.62
C -3.0509 2.4413 -6.2611 -0.28
H 6.9624 0.5242 -7.0160 0.33
H -3.6803 7.3477 7.2967 0.35
H -3.6943 2.4239 -8.3176 0.36
O 0.7651 -1.8312 -0.7994 -0.27
H 6.1454 -1.0114 -6.6277 0.36
P -2.1837 -3.0335 2.9769 0.91
C 6.1052 -0.1132 -7.2505 -0.61
C -1.0943 -3.3481 0.1997 -0.54
O -1.8717 -3.8425 4.4882 -0.43
H 3.6002 -1.5492 7.2900 0.27
C 8.5313 -3.9724 5.7227 -0.49
C -3.2945 1.7311 -7.5719 -0.19
Br -9.9211 0.4689 -6.7220 -0.12
H 1.0672 -5.2500 -1.0896 0.37
C 1.0498 -4.0999 -1.3663 -0.15
C -6.4371 1.0284 4.3720 -0.29
H 7.6895 3.0501 0.1968 0.37
Br -2.7355 1.1689 -4.8163 -0.15
Br 1.7719 -1.8988 -7.4532 -0.13
C 0.1038 -1.2376 -6.6871 0.11
H 8.2236 -3.1147 5.1181 0.25
H -0.5398 0.0345 -5.0712 -0.57
H -5.9827 -0.7982 3.3228 0.29
H -1.6838 -2.3130 0.1391 0.23
C 6.1945 -1.2657 1.4687 -0.09
H -1.5167 -0.8593 5.1669 0.18
C -6.7846 -1.6406 -4.0794 -0.56
H -7.5054 -2.2978 -4.5741 0.38
H 2.5024 -0.8952 1.2210 0.36
H -1.2113 1.4107 3.5437 0.30
O -1.5087 -1.4286 3.0048 -0.20
H -0.5687 -4.8270 1.9983 0.40
O 3.7930 0.3125 3.3151 -0.63
H -0.5681 -2.0958 -6.5976 0.43
C -0.0764 -4.7370 6.1704 -1.09
H 1.2080 0.1471 -5.4011 0.32
H 6.2041 -0.8887 -0.6529 0.42
H -2.3209 -4.9164 1.3103 0.47
C 3.0208 -1.2446 6.2921 0.07
H 1.0621 -3.8013 -4.1469 0.19
C -2.2075 0.9277 3.9314 -0.74
C 1.5549 -2.9938 1.1773 -0.66
H 3.1991 1.0652 6.2591 0.25
H -5.0208 -0.4422 -4.5714 0.07
H -1.0102 5.7832 -5.6682 0.30
H -2.4548 1.4791 4.9602 0.31
O 2.3567 -3.4637 -1.7372 -0.31
C 8.1405 2.1764 0.6755 -0.32
H 8.0758 3.1262 2.6088 0.34
```

Summary:
DFT total energy (hartree): -64667.3931

[4]
Formula: C5H5NO
Source: OMol25
Level of theory: ωB97M-V with the def2-TZVPD basis set

```
12
Properties=species:S:1:pos:R:3:nbo_charge:R:1
N -0.2059 -1.6813 -1.8153 -0.23
H 1.7505 0.0932 0.8050 0.23
H -1.1321 1.3411 0.8830 0.26
O -1.7733 -1.5895 0.0471 -0.48
C -0.8502 -0.9799 0.6165 0.37
H -0.2937 -1.6353 1.2862 0.15
C 0.2904 0.6126 -0.7873 -0.31
C -0.4586 0.5486 0.5402 -0.29
C 0.1704 -0.7831 -1.1732 0.20
H 0.1429 1.3613 -1.5679 0.27
C 1.0284 0.8414 0.4859 -0.39
H 1.3312 1.8708 0.6797 0.24
```

Summary:
DFT total energy (hartree): -323.3871
SMILES string: N#C[C@@H]1C[C@@H]1C=O
Energy above the lowest of the compared OMol25 structures with the same formula, charge and spin (kcal per mole): 83.2

no.,E_LUMO (eV),HOMO energy (eV),HOMO-LUMO gap (eV)
1,-0.5215,-10.449,9.927
2,1.0220,-10.076,11.098
3,0.0174,-7.188,7.205
4,-0.1154,-9.992,9.877